Entry 1:
45
Properties=species:S:1:pos:R:3:forces:R:3:nbo_charge:R:1 method="wB97M-V/def2-TZVPD" smiles="O=[N+]([O-])c1ccccc1.O=[N+]([O-])c1ccccc1.COP(=O)(OC)OC" total_energy_ha=-1635.59435 orbital_gap_ev=9.3 homo_energy_ev=-10.1
O 1.605405 1.457137 -3.140452 0.42 1.28 -1.12 -0.402
N 0.865505 1.404627 -4.132952 1.13 -1.49 2.72 0.516
O -0.058495 0.635147 -4.075562 -1.44 0.00 -1.78 -0.357
C 1.227855 2.162267 -5.320022 -2.72 -0.17 -1.33 0.021
C 0.599455 1.932657 -6.568352 0.90 -1.65 1.34 -0.161
C 1.118875 2.529787 -7.702472 -1.01 -0.30 0.58 -0.221
C 2.066695 3.485197 -7.532002 0.87 0.78 0.41 -0.161
C 2.487495 3.877567 -6.227072 1.53 0.67 -4.48 -0.211
C 2.061175 3.218117 -5.165872 0.87 -0.49 2.77 -0.186
H -0.050075 1.076177 -6.673022 -0.34 0.11 0.20 0.240
H 0.785905 2.214957 -8.680442 -0.03 0.06 -0.03 0.227
H 2.508955 3.815477 -8.460302 0.39 0.68 0.28 0.219
H 3.392515 4.465177 -6.181712 -0.32 0.64 0.24 0.225
H 2.533595 3.421307 -4.216172 -0.25 -0.11 0.21 0.251
O -5.951545 2.684377 4.743558 -0.13 -0.39 -1.25 -0.398
N -5.330365 2.148717 3.816958 1.73 1.57 3.44 0.538
O -5.703935 1.276727 3.117368 -1.12 -1.25 -1.58 -0.339
C -3.894215 2.511317 3.778638 2.67 1.13 -0.91 0.019
C -3.017675 1.900307 2.848058 -3.28 -0.53 1.02 -0.183
C -1.695055 2.190467 2.835118 0.87 0.32 0.45 -0.232
C -1.201215 3.151207 3.710408 0.68 0.86 -0.05 -0.155
C -2.029115 3.886337 4.567378 0.39 -0.81 -0.43 -0.231
C -3.330715 3.515657 4.612398 -3.33 -1.58 0.02 -0.176
H -3.484975 1.114087 2.273698 0.31 -0.03 -0.46 0.240
H -1.051545 1.622527 2.179578 0.21 0.17 0.00 0.228
H -0.140985 3.356487 3.696948 0.13 0.05 0.00 0.217
H -1.787415 4.671027 5.268988 0.86 -0.08 -0.20 0.233
H -4.002885 3.866507 5.381488 0.00 0.55 -0.07 0.241
C 0.452215 -2.825913 3.387708 0.53 1.51 0.38 -0.260
O 1.319485 -3.931623 3.509868 -0.67 -2.68 -1.25 -0.793
P 1.334525 -5.053153 2.330278 1.57 -1.98 -0.95 2.541
O 1.954365 -6.395573 2.621698 -1.30 2.59 0.25 -1.073
O -0.138675 -5.163693 1.648678 0.73 0.42 0.47 -0.823
C -0.304125 -5.933013 0.412118 1.03 0.14 0.06 -0.247
O 2.182035 -4.270213 1.208828 -0.70 -0.08 -1.03 -0.851
C 3.479595 -3.682213 1.422558 -1.03 0.33 0.18 -0.245
H -0.385925 -2.938063 4.075478 0.01 0.11 -0.20 0.196
H 0.143715 -2.541273 2.381768 -0.18 -0.70 -0.15 0.196
H 1.119655 -2.013153 3.674138 -0.50 0.40 0.44 0.187
H 0.450465 -5.588363 -0.294932 -0.07 0.06 -0.07 0.193
H -1.285925 -5.781273 -0.036362 -0.02 0.25 0.60 0.199
H -0.119565 -6.995093 0.573458 -0.14 0.08 0.33 0.201
H 3.551325 -2.728873 0.899008 -0.64 0.25 0.16 0.183
H 4.284865 -4.228763 0.931718 -0.11 -0.76 0.84 0.198
H 3.438745 -3.521083 2.499798 1.47 0.07 -0.05 0.197

---

Entry 2:
40
Properties=species:S:1:pos:R:3:forces:R:3:nbo_charge:R:1 method="wB97M-V/def2-TZVPD" smiles="CCOCCc1nnc(NC(=O)CCc2ccccc2)s1" total_energy_ha=-1295.91023 orbital_gap_ev=9.3 de_lowest_kj_mol=190.85 homo_energy_ev=-9.0
C 2.697163 3.070185 0.700852 0.29 -0.27 0.20 -0.645
C 3.134565 2.093620 1.790462 -0.33 0.13 0.00 -0.069
O 4.521295 1.811276 1.791440 0.13 0.07 0.06 -0.530
C 5.016933 1.055133 0.720143 0.16 -0.28 0.03 -0.051
C 4.603631 -0.431776 0.750759 0.28 0.47 0.08 -0.498
C 3.253033 -0.691549 0.205869 -0.08 0.14 -0.75 0.078
N 2.334019 -1.363116 0.789854 1.20 0.01 1.03 -0.251
N 1.206872 -1.498875 0.104203 -1.40 -0.29 -0.66 -0.329
C 1.228781 -0.929604 -1.050830 1.24 0.42 0.18 0.249
N 0.230533 -0.898100 -1.970355 -0.12 0.32 -0.78 -0.634
C -1.053761 -1.432885 -1.918987 0.22 -0.04 0.22 0.710
O -1.752088 -1.313374 -2.893825 -0.24 -0.04 -0.18 -0.581
C -1.428905 -2.128657 -0.644574 -0.59 -0.21 0.04 -0.512
C -2.928305 -2.444364 -0.591066 0.21 0.12 -0.12 -0.439
C -3.724592 -1.197811 -0.318152 -0.07 -0.12 -0.02 0.073
C -4.376561 -0.524912 -1.341992 -0.03 0.00 -0.02 -0.242
C -5.080810 0.637974 -1.081540 -0.06 0.07 -0.03 -0.195
C -5.142225 1.141348 0.206327 -0.05 0.10 0.01 -0.226
C -4.494195 0.476851 1.233954 0.01 0.05 0.10 -0.207
C -3.789570 -0.683994 0.971664 -0.01 0.00 -0.03 -0.251
S 2.767563 -0.125039 -1.400734 -0.51 -0.53 0.61 0.274
H 3.322863 3.958836 0.726676 0.03 0.12 0.00 0.214
H 2.765685 2.624034 -0.288914 -0.04 0.02 -0.09 0.201
H 1.664171 3.359505 0.872728 -0.13 0.04 -0.02 0.219
H 2.956566 2.537710 2.772902 -0.08 -0.09 -0.09 0.191
H 2.553207 1.165251 1.723540 0.02 0.13 0.10 0.171
H 4.738945 1.492002 -0.249248 0.09 0.04 0.04 0.161
H 6.102901 1.116135 0.827154 -0.10 -0.03 -0.14 0.199
H 4.633851 -0.797063 1.778509 0.02 -0.04 -0.06 0.254
H 5.330338 -0.992040 0.156711 0.04 -0.03 0.05 0.232
H 0.441755 -0.431536 -2.845396 -0.18 -0.15 0.14 0.419
H -0.837054 -3.045512 -0.584199 0.10 0.08 0.07 0.250
H -1.133564 -1.508933 0.203060 0.04 -0.14 -0.05 0.255
H -3.233859 -2.879960 -1.543008 -0.04 -0.07 0.08 0.227
H -3.103373 -3.173030 0.202447 0.02 -0.02 -0.05 0.217
H -4.320987 -0.909962 -2.348861 0.02 -0.05 -0.09 0.225
H -5.583947 1.152737 -1.887186 -0.04 0.04 -0.06 0.210
H -5.693703 2.047710 0.409962 -0.04 0.06 0.01 0.211
H -4.539437 0.863446 2.242011 -0.01 0.02 0.07 0.211
H -3.287736 -1.201659 1.777639 0.05 -0.07 0.09 0.207

---

Entry 3:
43
Properties=species:S:1:pos:R:3:forces:R:3:nbo_charge:R:1 method="wB97M-V/def2-TZVPD" smiles="N[C@@H](Cc1c[nH]c2ccccc12)C(=O)O.N[C@@H](CC(=O)O)C(=O)O" total_energy_ha=-1198.78086 orbital_gap_ev=8.0 de_lowest_kj_mol=0.00 homo_energy_ev=-7.7
N 5.368762 -2.126393 -1.916962 -0.01 0.09 0.12 -0.819
C 5.069870 -0.784844 -2.379652 0.01 0.02 -0.06 -0.152
C 3.788700 -0.788028 -3.237821 -0.07 0.08 0.04 -0.414
C 2.563608 -1.227784 -2.489485 -0.02 -0.07 0.06 -0.132
C 2.144424 -2.513898 -2.298151 0.08 -0.02 -0.07 -0.025
N 0.990921 -2.530891 -1.545292 -0.06 -0.09 0.04 -0.530
C 0.637003 -1.238191 -1.234969 0.02 0.05 0.00 0.125
C -0.451667 -0.748307 -0.506051 0.21 0.10 -0.11 -0.258
C -0.558557 0.622675 -0.364248 -0.05 -0.33 -0.01 -0.221
C 0.392029 1.491982 -0.935118 0.10 -0.07 -0.05 -0.229
C 1.466939 1.001834 -1.652555 -0.04 0.02 0.03 -0.223
C 1.604606 -0.387209 -1.810282 -0.09 0.00 0.06 -0.039
C 4.967990 0.218946 -1.237103 0.03 -0.16 0.37 0.776
O 5.073427 -0.049452 -0.064559 -0.06 0.12 -0.47 -0.598
O 4.764377 1.479718 -1.673596 0.04 0.02 0.16 -0.690
H 4.639518 -2.398328 -1.262477 0.02 -0.05 -0.05 0.367
H 6.222174 -2.106575 -1.368242 -0.02 -0.04 -0.04 0.365
H 5.894074 -0.445367 -3.018537 -0.08 0.01 0.05 0.217
H 3.976651 -1.466038 -4.070449 0.01 0.00 -0.01 0.229
H 3.634241 0.211967 -3.654088 0.01 -0.10 0.05 0.227
H 2.584572 -3.436361 -2.655598 -0.06 0.14 0.04 0.216
H 0.481057 -3.357085 -1.278000 0.12 0.17 -0.06 0.410
H -1.186786 -1.419645 -0.067299 0.09 0.06 -0.07 0.200
H -1.392706 1.037489 0.194798 0.53 -0.23 -0.37 0.250
H 0.273791 2.565321 -0.806226 -0.02 -0.18 0.00 0.214
H 2.199229 1.677829 -2.086276 -0.11 -0.09 0.04 0.214
H 4.699156 2.030487 -0.875214 0.00 -0.03 -0.13 0.498
N -3.083578 0.712443 3.925413 0.09 0.24 -0.03 -0.822
C -3.375562 0.708678 2.495661 0.00 -0.12 -0.11 -0.161
C -4.710295 -0.006892 2.243340 0.00 0.02 -0.08 -0.527
C -5.856395 0.488590 3.085407 0.01 0.35 0.14 0.823
O -5.929659 1.579244 3.626632 0.09 -0.40 -0.26 -0.645
O -6.838631 -0.405811 3.187227 -0.04 0.09 0.06 -0.654
C -3.257323 2.085567 1.813608 -0.01 0.15 0.06 0.776
O -2.418958 2.303248 0.974436 -0.78 0.53 0.59 -0.579
O -4.091163 3.048667 2.227215 0.12 -0.15 -0.09 -0.681
H -2.117899 0.985300 4.080707 -0.09 -0.07 0.01 0.375
H -3.668004 1.386096 4.411090 0.04 -0.10 0.02 0.368
H -2.604631 0.110451 2.004256 -0.08 0.03 0.06 0.230
H -5.011306 0.074537 1.189348 0.02 0.00 0.17 0.257
H -4.587225 -1.071625 2.457628 -0.01 0.12 -0.03 0.257
H -7.540768 0.001676 3.721600 0.03 -0.07 -0.05 0.503
H -4.756007 2.685981 2.849884 0.02 -0.02 -0.02 0.506

---

Entry 4:
43
Properties=species:S:1:pos:R:3:forces:R:3:nbo_charge:R:1 method="wB97M-V/def2-TZVPD" total_energy_ha=-1175.54686 s_squared=6.042 orbital_gap_ev="9.7 / 5.5" charge=+4 spin_multiplicity=5 homo_energy_ev="-22.9 / -23.0"
N -0.643877 2.477163 0.562660 0.65 0.54 -0.96 -0.442
C -0.241269 3.554743 0.376344 -0.70 -0.92 0.22 0.458
C 0.187986 4.915535 0.169641 0.08 0.35 0.06 -0.762
H -0.682326 5.569075 0.055427 0.05 -0.07 0.02 0.318
H 0.790419 4.966530 -0.740505 0.02 0.10 0.04 0.288
H 0.786140 5.255410 1.019085 -0.02 -0.01 -0.08 0.311
N 2.714042 -1.703098 -0.855273 -0.09 -0.01 -0.05 -0.548
C 3.666228 -2.360026 -0.903167 -0.91 0.60 -0.10 0.513
C 4.857226 -3.173899 -0.971718 0.17 -0.12 0.01 -0.757
H 5.539859 -2.725911 -1.716580 -0.16 -0.29 0.40 0.309
H 4.565409 -4.194513 -1.278337 0.28 0.38 0.18 0.308
H 5.303530 -3.172103 0.037236 0.06 -0.17 -0.49 0.306
N -2.516807 -0.427246 0.560826 -0.29 -0.77 -0.94 -0.447
C -3.354843 -1.216024 0.380645 0.69 0.87 0.13 0.458
C -4.422049 -2.163846 0.169180 -0.26 -0.26 0.11 -0.762
H -4.291102 -3.030901 0.825471 -0.03 0.10 -0.13 0.306
H -4.426666 -2.486285 -0.877753 -0.06 0.00 0.15 0.290
H -5.379889 -1.686866 0.394587 0.02 -0.03 -0.03 0.320
Ru 0.035007 -0.017317 -1.118910 -0.01 -0.08 4.43 0.725
C -0.151066 -1.406026 0.196370 -1.17 -5.62 5.07 0.698
O -0.248625 -2.264499 0.966840 0.74 3.56 -3.35 -0.297
C 1.206145 0.723748 0.207282 4.70 3.46 5.14 0.697
O 1.946548 1.168429 0.979088 -2.96 -2.20 -3.37 -0.296
C 0.605919 1.287059 -2.649697 0.68 0.91 -0.99 -0.222
C -0.803130 1.353532 -2.624070 -1.00 1.11 -0.61 -0.134
C -1.565104 0.177862 -2.622654 -1.42 0.47 -0.61 -0.135
C -0.928742 -1.080990 -2.643754 -0.55 -0.99 -0.97 -0.232
C 0.439095 -1.117638 -2.986333 0.04 -1.08 -1.50 -0.076
C 1.195845 0.052788 -2.992909 1.04 0.41 -1.52 -0.125
H 1.213665 2.148113 -2.381256 -0.05 0.04 -0.67 0.315
H -1.277309 2.320373 -2.471338 -0.08 -0.14 -0.03 0.325
H -2.641820 0.217460 -2.473760 0.10 0.12 -0.01 0.325
H -1.466589 -1.986478 -2.371981 -0.06 0.03 -0.65 0.315
H 0.909816 -2.076978 -3.159300 0.17 -0.06 0.18 0.316
H 2.262793 0.015828 -3.170385 0.13 -0.13 0.18 0.325
N 0.644056 -0.283742 4.325657 -1.47 0.33 0.34 -0.535
C -0.442876 0.316765 3.728724 1.35 -0.18 -2.24 0.686
N -1.296525 0.908412 4.623759 0.42 -0.32 0.16 -0.351
O -0.592222 0.365456 2.519171 -0.16 -0.15 1.27 -0.576
H 0.597341 -0.483064 5.311991 0.53 -0.28 0.46 0.438
H 1.204245 -0.867095 3.724892 0.49 -0.12 0.06 0.441
H -2.121555 1.350482 4.261544 -0.75 0.49 -0.15 0.460
H -1.176917 0.779766 5.613261 -0.22 0.13 0.84 0.446

---

Entry 5:
43
Properties=species:S:1:pos:R:3:forces:R:3:nbo_charge:R:1 method="wB97M-V/def2-TZVPD" total_energy_ha=-1480.05701 orbital_gap_ev=8.7 de_lowest_kj_mol=1793.90 homo_energy_ev=-8.3
O 1.309862 2.096018 -1.419767 -0.75 0.45 -7.30 -0.611
C 1.502195 1.966532 -0.303523 -2.78 0.81 7.24 0.715
N 2.683273 1.790463 0.290037 -0.42 -1.80 1.13 -0.636
H 2.560017 1.424218 1.269349 0.49 0.44 -1.48 0.402
C 3.667071 0.979418 -0.565648 2.10 3.27 16.11 -0.198
C 3.751578 -0.406628 -0.092466 -2.50 3.64 1.32 0.084
N 2.944229 -0.964066 0.968411 0.89 13.84 -4.15 -0.388
C 3.114097 -2.107300 0.947543 -2.13 -11.09 4.77 0.092
C 3.961548 -2.948747 0.321246 3.75 -1.72 -2.22 -0.323
C 4.868266 -2.479314 -0.577532 0.04 1.75 -1.99 -0.111
C 4.667279 -0.884956 -0.837361 4.30 -9.58 -2.28 -0.227
H 5.233989 -0.529427 -1.719229 -0.68 0.49 1.04 0.242
H 5.553291 -3.237736 -1.216962 -1.41 2.26 1.78 0.235
H 4.082633 -3.933497 0.705109 -0.45 -0.83 -0.07 0.227
H 2.466414 -2.507933 1.720179 -0.06 -1.51 0.24 0.171
H 4.491224 1.654163 -0.013070 -0.17 -2.08 -2.53 0.223
H 3.482433 1.164923 -1.424041 -1.90 2.12 -10.96 0.190
C 0.156318 2.096313 0.764718 3.32 6.30 -5.43 -0.373
C -0.109062 0.883023 1.177467 -4.27 -10.49 9.39 -0.371
C -0.921921 -0.013796 0.274507 -0.59 1.65 -2.13 -0.285
N -2.065251 0.616957 -0.532812 -0.60 -0.05 4.07 -0.552
S -3.532906 0.655506 0.624846 2.83 -1.68 -2.87 2.213
O -4.372484 1.573524 -0.064794 -1.53 1.42 0.30 -0.954
O -3.245414 0.682862 2.057402 -0.92 -0.43 -2.25 -0.861
C -3.975626 -0.898017 -0.190264 9.32 -3.75 14.20 -0.201
C -3.689509 -2.327087 0.486138 -6.54 2.10 -9.63 -0.033
N -4.449253 -3.402557 -0.286146 1.44 9.64 -0.64 -0.424
C -5.032485 -2.331549 -1.216025 -3.46 -18.94 -2.07 0.152
N -4.882706 -1.216081 -0.916512 -4.27 11.49 -4.98 -0.500
H -5.114387 -0.419254 -1.464427 -1.56 0.59 -1.29 0.437
H -5.691724 -2.775724 -2.003854 0.63 1.17 0.73 0.209
H -3.223838 -2.713571 1.203056 4.40 -2.13 6.16 0.167
C -1.649071 1.958382 -0.973818 -11.29 -0.69 3.84 -0.245
C -1.044460 2.699578 0.020813 1.12 7.40 4.97 -0.418
H -0.750219 3.689903 -0.436564 0.41 -0.99 0.09 0.238
H -1.710166 3.258534 0.860911 0.74 -2.05 -1.57 0.219
H -2.582718 2.366999 -1.524552 1.71 -0.06 1.07 0.221
H -1.001215 1.778709 -1.567633 7.94 -2.30 -8.31 0.199
H -1.285783 -0.951644 0.593951 -0.03 -0.89 0.96 0.222
H -0.298823 -0.163932 -0.549114 1.51 -1.12 -1.49 0.191
H 0.736947 0.154591 1.773621 -2.02 2.30 -1.96 0.257
H -1.060755 0.990652 2.297916 2.85 -0.14 -2.88 0.174
H 0.457111 2.731564 1.538898 0.55 1.17 1.08 0.232

---

Entry 6:
41
Properties=species:S:1:pos:R:3:forces:R:3:nbo_charge:R:1 method="wB97M-V/def2-TZVPD" total_energy_ha=-1735.02289 orbital_gap_ev=9.8 de_lowest_kj_mol=45.43 homo_energy_ev=-9.4
C -1.468890 0.526415 3.275954 0.87 -0.26 -0.04 -0.625
C -0.704349 0.366763 1.964134 -1.02 -0.81 -0.10 0.101
C -1.460730 -0.632401 1.060791 0.77 0.70 0.56 -0.397
C -0.930977 -0.668667 -0.373304 -0.80 -0.61 -0.42 -0.258
C -1.643687 0.347067 -1.270444 0.11 0.13 -0.22 -0.449
C -1.129708 0.431240 -2.723715 -0.40 0.68 0.15 -0.080
O 0.191326 -0.103885 -2.895569 -0.45 -0.63 0.24 -0.721
S 0.266004 -1.742710 -3.035567 -0.28 0.13 -0.90 1.778
O 1.341676 -2.117263 -2.163317 0.28 -0.18 0.42 -0.927
O -1.168588 -2.168663 -2.355642 0.70 0.21 0.21 -0.731
C -1.224601 -2.094705 -0.926023 -0.48 0.50 0.98 0.252
N -2.595348 -2.474822 -0.510100 -0.19 -0.25 -1.95 -0.510
C -3.471506 -2.592738 -1.357364 0.66 0.22 1.23 0.234
S -4.662441 -2.701797 -2.355276 -0.10 -0.09 -0.06 0.072
O -0.569781 1.592228 1.269371 0.36 0.01 0.33 -0.544
C 0.691405 2.218049 1.439439 0.15 0.74 -0.77 -0.076
C 1.820851 1.475123 0.775989 -0.75 0.35 1.02 -0.068
C 2.663526 0.719634 1.541531 -0.04 -0.15 1.18 -0.213
C 3.675044 -0.003840 0.976595 0.35 -0.46 0.64 -0.209
C 3.831635 0.032407 -0.379665 1.28 -0.92 -0.31 -0.221
C 3.017193 0.799752 -1.155323 -0.02 0.04 -1.11 -0.134
C 2.012290 1.515555 -0.574852 -0.82 0.82 -0.72 -0.223
H -0.914799 1.205391 3.925240 -0.31 0.23 0.06 0.211
H -1.438634 -0.446436 3.769897 -0.25 -0.02 0.10 0.208
H -2.501134 0.828154 3.124396 0.00 0.20 0.03 0.212
H 0.247642 -0.110326 2.211617 0.32 0.40 -0.25 0.175
H -1.327112 -1.608057 1.530172 -0.16 -0.10 -0.01 0.215
H -2.519909 -0.379915 1.113605 -0.09 -0.14 -0.29 0.211
H 0.147978 -0.524268 -0.384969 0.07 0.06 0.00 0.250
H -1.571965 1.348855 -0.860018 0.13 -0.09 0.39 0.243
H -2.708758 0.104149 -1.262300 -0.05 -0.05 -0.17 0.214
H -1.836965 0.010398 -3.437711 0.12 -0.32 -0.01 0.189
H -1.047919 1.483435 -2.987767 0.22 0.02 -0.11 0.197
H -0.527421 -2.809123 -0.493089 -0.02 -0.12 -0.04 0.209
H 0.614039 3.176068 0.920111 -0.25 0.07 0.11 0.194
H 0.925227 2.459868 2.480412 -0.12 -0.31 0.15 0.173
H 2.503387 0.690001 2.611841 0.08 0.00 0.11 0.205
H 4.312303 -0.601706 1.611584 0.14 -0.09 -0.08 0.213
H 4.615627 -0.563671 -0.828232 0.02 0.03 -0.12 0.213
H 3.151670 0.817412 -2.225769 -0.01 0.02 -0.11 0.208
H 1.347666 2.124818 -1.175609 -0.02 0.00 -0.12 0.209